# 1
The following is a quantum chemistry calculation of a molecular structure, C5H7P in a non-equilibrium geometry, from the OMol25 dataset.

ORCA input file:
```
! RIJCOSX wB97M-V def2-TZVPD def2/J DEFGRID3
* xyz 0 1
C -0.1428 -1.1231 0.1974
C 1.0819 -1.4554 -0.1284
C -0.7835 0.2434 0.0352
C -2.1317 0.2360 -0.1564
C -0.0058 1.5565 0.1436
P 1.5777 0.6550 -0.0827
H -0.7322 -1.9272 0.6277
H 1.7884 -2.3229 -0.1628
H -2.6582 1.2575 -0.2687
H -2.6968 -0.6948 -0.4340
H -0.1224 2.0044 1.1136
H 2.8357 0.6870 0.5143
H 1.9896 0.8836 -1.3988
*
```

Values from the calculation:
DFT total energy ... -535.857987 Eh
Energy relative to the best compared isomer or geometry (same formula, charge and spin) ... 411.0 kJ/mol

For reference, the Mulliken charges in units of e are: atom 1 (C): -0.335, atom 2 (C): -0.522, atom 3 (C): 0.735, atom 4 (C): -0.825, atom 5 (C): -0.842, atom 6 (P): 0.153, atom 7 (H): 0.345, atom 8 (H): 0.341, atom 9 (H): 0.264, atom 10 (H): 0.268, atom 11 (H): 0.240, atom 12 (H): 0.101, atom 13 (H): 0.077

# 2
The following is a quantum chemistry calculation of C5H7P in the gas phase in a non-equilibrium geometry, from the OMol25 dataset.

ORCA input file:
```
! RIJCOSX wB97M-V def2-TZVPD def2/J DEFGRID3
* xyz 0 3
C -0.9977 -0.9684 0.6281
C -0.0046 -1.6452 -0.1304
C -1.0418 0.2815 0.2879
C -1.0696 1.5174 -0.0632
C 1.1343 -1.0039 -0.2904
P 1.8465 0.5455 0.2064
H -1.9621 -1.2975 1.0774
H -0.1896 -2.6068 -0.6903
H -0.6003 2.1608 0.6535
H -1.1767 1.9574 -1.0467
H 1.7631 -1.3819 -1.1340
H 1.2402 1.2028 1.2633
H 1.0583 1.2382 -0.7615
*
```

Values from the calculation:
<S²> ... 2.02
DFT total energy ... -535.771612 Eh
Energy relative to the best compared isomer or geometry (same formula, charge and spin) ... 437.5 kJ/mol

For reference, the Mulliken charges in units of e are: atom 1 (C): -0.421, atom 2 (C): -0.113, atom 3 (C): 0.193, atom 4 (C): -0.956, atom 5 (C): -0.329, atom 6 (P): -0.063, atom 7 (H): 0.301, atom 8 (H): 0.299, atom 9 (H): 0.383, atom 10 (H): 0.343, atom 11 (H): 0.305, atom 12 (H): -0.007, atom 13 (H): 0.064

# 3
The following is a quantum chemistry calculation of a molecular structure, C5H8 in a non-equilibrium geometry, from the OMol25 dataset.

ORCA input file:
```
! RIJCOSX wB97M-V def2-TZVPD def2/J DEFGRID3
* xyz 0 1
C -0.3403 0.9876 0.5660
C 0.5923 0.2237 0.0105
C -1.5982 0.3921 0.0465
C -1.0218 -0.8340 -0.5951
C 2.0186 -0.2028 -0.0641
H -0.1870 1.8331 1.2394
H -2.3056 0.3180 1.0236
H -2.1981 1.0310 -0.6352
H -1.1943 -1.2068 -1.5194
H -0.8505 -1.6416 0.0490
H 2.3072 0.1425 0.9275
H 2.5960 0.2310 -0.8751
H 2.1816 -1.2739 -0.1735
*
```

Values from the calculation:
DFT total energy ... -195.167499 Eh
Energy relative to the best compared isomer or geometry (same formula, charge and spin) ... 327.0 kJ/mol

For reference, the Mulliken charges in units of e are: atom 1 (C): -0.373, atom 2 (C): 0.073, atom 3 (C): -0.148, atom 4 (C): -0.942, atom 5 (C): -0.867, atom 6 (H): 0.390, atom 7 (H): 0.198, atom 8 (H): 0.228, atom 9 (H): 0.405, atom 10 (H): 0.264, atom 11 (H): 0.275, atom 12 (H): 0.245, atom 13 (H): 0.251

# 4
The following is a quantum chemistry calculation of 2 unconnected molecules or ions with the total composition C5H8, from the OMol25 dataset.

ORCA input file:
```
! RIJCOSX wB97M-V def2-TZVPD def2/J DEFGRID3
* xyz 0 1
C -0.2637 -1.9380 -1.2574
C -0.5171 -0.9255 -0.4791
C -0.5777 0.1214 0.2612
C 0.2248 1.2371 0.8323
C -1.2708 1.1198 1.0631
H -0.0146 -2.9056 -0.8380
H -0.3218 -1.8312 -2.3354
H 0.8829 1.0430 1.6764
H 0.5677 2.0289 0.1694
H -1.9126 1.8270 0.5470
H -1.5994 0.8200 2.0523
H 2.6868 -0.0648 -0.7732
H 2.1156 -0.5321 -0.9185
*
```

Values from the calculation:
Structure (SMILES) ... C=C=C1CC1.[H][H]
DFT total energy ... -195.166668 Eh
Energy relative to the best compared isomer or geometry (same formula, charge and spin) ... 329.1 kJ/mol

For reference, the Mulliken charges in units of e are: atom 1 (C): -1.011, atom 2 (C): 0.463, atom 3 (C): 0.319, atom 4 (C): -0.547, atom 5 (C): -0.598, atom 6 (H): 0.256, atom 7 (H): 0.260, atom 8 (H): 0.216, atom 9 (H): 0.226, atom 10 (H): 0.215, atom 11 (H): 0.215, atom 12 (H): 0.194, atom 13 (H): -0.209

# 5
The following is a quantum chemistry calculation of C5H8 in the gas phase in a non-equilibrium geometry, from the OMol25 dataset.

ORCA input file:
```
! RIJCOSX wB97M-V def2-TZVPD def2/J DEFGRID3
* xyz 0 1
C 0.5924 -1.0066 0.3126
C 1.1384 0.3929 0.0618
C -0.4406 0.9368 0.3458
C -1.2075 0.3850 -0.7976
C -0.8359 -0.5085 0.3800
H 0.8371 -1.7428 -0.4471
H 0.9057 -1.3599 1.2974
H 1.9342 0.7067 0.7766
H 1.4712 0.6729 -0.9403
H 0.1829 1.6897 0.7405
H -0.6757 0.2948 -1.7430
H -2.2800 0.5567 -0.9228
H -1.6223 -1.0178 0.9361
*
```

Values from the calculation:
Structure (SMILES) ... C1C[C@H]2C[C@@H]12
DFT total energy ... -195.168847 Eh
Energy relative to the best compared isomer or geometry (same formula, charge and spin) ... 323.4 kJ/mol

For reference, the Mulliken charges in units of e are: atom 1 (C): -0.549, atom 2 (C): -0.698, atom 3 (C): -0.386, atom 4 (C): -0.560, atom 5 (C): -0.217, atom 6 (H): 0.255, atom 7 (H): 0.279, atom 8 (H): 0.329, atom 9 (H): 0.300, atom 10 (H): 0.456, atom 11 (H): 0.167, atom 12 (H): 0.251, atom 13 (H): 0.373

# 6
The following is a quantum chemistry calculation of C5H8 in the gas phase in a non-equilibrium geometry, from the OMol25 dataset.

ORCA input file:
```
! RIJCOSX wB97M-V def2-TZVPD def2/J DEFGRID3
* xyz 0 1
C -1.9177 0.3785 -0.5850
C -0.8078 -0.4216 -0.1610
C -0.2139 -1.4724 0.3816
C 0.8003 -0.6079 -0.2610
C 1.8052 0.2672 0.4894
H -2.9126 0.0538 -0.0776
H -2.1686 0.1778 -1.6227
H -1.6858 1.3890 -0.3524
H -0.4830 -2.4352 0.7592
H 1.1111 -0.9702 -1.2087
H 2.6988 0.3598 -0.2926
H 2.2534 -0.0768 1.4185
H 1.3745 1.3319 0.6268
*
```

Values from the calculation:
Structure (SMILES) ... CC1=C[C@@H]1C
DFT total energy ... -195.192791 Eh
Energy relative to the best compared isomer or geometry (same formula, charge and spin) ... 260.6 kJ/mol

For reference, the Mulliken charges in units of e are: atom 1 (C): -0.878, atom 2 (C): 0.231, atom 3 (C): -0.588, atom 4 (C): -0.214, atom 5 (C): -0.865, atom 6 (H): 0.243, atom 7 (H): 0.271, atom 8 (H): 0.284, atom 9 (H): 0.362, atom 10 (H): 0.387, atom 11 (H): 0.232, atom 12 (H): 0.304, atom 13 (H): 0.232

# 7
The following is a quantum chemistry calculation of C5H8 in the gas phase, from the OMol25 dataset.

ORCA input file:
```
! RIJCOSX wB97M-V def2-TZVPD def2/J DEFGRID3
* xyz 0 1
C -2.0394 -1.0587 -1.0657
C -0.9799 -0.3056 -0.4410
C -0.2966 0.6339 -0.1158
C 0.8645 1.2591 0.4852
C 1.7316 0.0521 0.8596
H -2.7596 -0.2518 -1.2066
H -1.7007 -1.4809 -2.0165
H -2.4995 -1.8383 -0.4549
H 1.3674 1.9358 -0.2150
H 0.5672 1.8468 1.3604
H 1.1358 -0.6153 1.4916
H 2.6504 0.3353 1.3707
H 1.9588 -0.5124 -0.0519
*
```

Values from the calculation:
Structure (SMILES) ... CC#CCC
DFT total energy ... -195.236215 Eh
Energy relative to the best compared isomer or geometry (same formula, charge and spin) ... 146.5 kJ/mol

For reference, the Mulliken charges in units of e are: atom 1 (C): -1.093, atom 2 (C): 0.179, atom 3 (C): 0.018, atom 4 (C): -0.268, atom 5 (C): -1.120, atom 6 (H): 0.256, atom 7 (H): 0.265, atom 8 (H): 0.296, atom 9 (H): 0.266, atom 10 (H): 0.256, atom 11 (H): 0.301, atom 12 (H): 0.347, atom 13 (H): 0.298

# 8
The following is a quantum chemistry calculation of C5H8 in the gas phase in a non-equilibrium geometry, from the OMol25 dataset.

ORCA input file:
```
! RIJCOSX wB97M-V def2-TZVPD def2/J DEFGRID3
* xyz 0 1
C 2.4296 0.2090 -0.5232
C 1.1170 0.0345 0.0236
C 0.2127 -0.4213 0.6809
C -1.2206 -0.5013 0.8917
C -1.8439 0.2410 -0.3027
H 2.9187 -0.0477 0.4187
H 2.5768 -0.4663 -1.3727
H 2.7635 1.2073 -0.7903
H -1.5594 -1.5418 0.9407
H -1.4645 -0.0067 1.8384
H -1.4342 1.2588 -0.3333
H -2.9326 0.2875 -0.2278
H -1.5632 -0.2529 -1.2440
*
```

Values from the calculation:
Structure (SMILES) ... CC#CCC
DFT total energy ... -195.226766 Eh
Energy relative to the best compared isomer or geometry (same formula, charge and spin) ... 171.4 kJ/mol

For reference, the Mulliken charges in units of e are: atom 1 (C): -1.037, atom 2 (C): 0.091, atom 3 (C): 0.031, atom 4 (C): -0.228, atom 5 (C): -1.117, atom 6 (H): 0.244, atom 7 (H): 0.243, atom 8 (H): 0.303, atom 9 (H): 0.278, atom 10 (H): 0.251, atom 11 (H): 0.302, atom 12 (H): 0.341, atom 13 (H): 0.298

# 9
The following is a quantum chemistry calculation of C5H8 in the gas phase in a non-equilibrium geometry, from the OMol25 dataset.

ORCA input file:
```
! RIJCOSX wB97M-V def2-TZVPD def2/J DEFGRID3
* xyz 0 1
C -1.8889 1.4725 -0.7100
C -0.6325 1.0640 -0.7300
C -0.2057 -0.2430 -0.1399
C 0.9724 -0.3841 0.4574
C 1.5880 -1.6619 0.9332
H -2.1669 2.3901 -1.2261
H -2.7334 0.9838 -0.2513
H 0.1837 1.5655 -1.2342
H -0.9022 -1.0600 -0.3100
H 1.4717 0.5527 0.6892
H 1.8387 -2.3295 0.1188
H 0.9694 -2.1671 1.6668
H 2.5413 -1.4415 1.4312
*
```

Values from the calculation:
Structure (SMILES) ... C=C/C=C/C
DFT total energy ... -195.256890 Eh
Energy relative to the best compared isomer or geometry (same formula, charge and spin) ... 92.3 kJ/mol

For reference, the Mulliken charges in units of e are: atom 1 (C): -0.714, atom 2 (C): -0.203, atom 3 (C): -0.368, atom 4 (C): -0.068, atom 5 (C): -1.028, atom 6 (H): 0.244, atom 7 (H): 0.265, atom 8 (H): 0.327, atom 9 (H): 0.359, atom 10 (H): 0.316, atom 11 (H): 0.273, atom 12 (H): 0.288, atom 13 (H): 0.309

# 10
The following is a quantum chemistry calculation of C5H8 in the gas phase, from the OMol25 dataset.

ORCA input file:
```
! RIJCOSX wB97M-V def2-TZVPD def2/J DEFGRID3
* xyz 0 1
C 2.3093 -0.7510 0.4066
C 1.2028 -0.2797 0.4700
C -0.2011 0.1428 0.3754
C -0.3436 1.4375 -0.4514
C -0.9599 -1.0687 -0.2066
H 3.2742 -1.1972 0.3258
H -0.5858 0.3478 1.3820
H 0.5327 2.0809 -0.3235
H -0.4486 1.2221 -1.5201
H -1.2254 2.0048 -0.1340
H -1.1217 -1.8232 0.5701
H -0.3467 -1.5305 -0.9869
H -1.9255 -0.7896 -0.6374
*
```

Values from the calculation:
Structure (SMILES) ... C#CC(C)C
DFT total energy ... -195.241518 Eh
Energy relative to the best compared isomer or geometry (same formula, charge and spin) ... 132.6 kJ/mol

For reference, the Mulliken charges in units of e are: atom 1 (C): 0.143, atom 2 (C): -0.813, atom 3 (C): 0.629, atom 4 (C): -1.323, atom 5 (C): -1.358, atom 6 (H): 0.425, atom 7 (H): 0.194, atom 8 (H): 0.367, atom 9 (H): 0.332, atom 10 (H): 0.336, atom 11 (H): 0.361, atom 12 (H): 0.349, atom 13 (H): 0.358